Below is a structure of composition C23H13AgBrCl4I2N3O3, with properties calculated with the ωB97M-V functional and the def2-TZVPD basis.

```
50
Properties=species:S:1:pos:R:3:forces:R:3
Ag -0.740316 1.193584 -0.233585 -0.001 0.189 0.009
Cl -2.490380 -1.518798 6.034736 -0.006 0.003 0.003
C -2.103437 -0.374793 4.778353 0.006 0.016 -0.002
C -1.734653 0.913129 5.093244 0.002 -0.024 -0.005
Cl -1.609047 1.411260 6.759605 -0.006 0.004 0.000
C -1.409169 1.812581 4.060643 -0.007 -0.002 -0.015
Cl -0.846088 3.418269 4.454549 -0.005 0.010 0.015
C -1.409818 1.463958 2.702192 -0.042 -0.033 -0.048
O -1.057934 2.270557 1.773798 -0.005 -0.053 0.049
C -1.798025 0.082243 2.371785 0.009 0.056 -0.059
O -1.787610 -0.299143 1.145421 -0.012 -0.040 0.060
C -2.145530 -0.766456 3.425954 -0.029 0.024 0.010
Cl -2.626572 -2.389289 3.003649 0.011 -0.006 0.008
I -2.970695 1.705642 -5.519239 -0.007 0.002 -0.005
C -0.989172 1.501298 -4.897142 0.048 0.021 -0.027
C 0.025287 1.460082 -5.850486 -0.067 0.002 -0.036
C 1.336695 1.306999 -5.485098 0.078 -0.009 0.068
I 2.790988 1.254856 -6.995396 -0.008 0.000 -0.013
C 1.692882 1.182834 -4.115055 -0.041 0.009 -0.065
C 3.005568 0.984699 -3.639622 -0.004 0.003 0.057
C 3.232819 0.863809 -2.297980 0.064 -0.007 -0.048
C 2.155395 0.950614 -1.407142 -0.103 0.034 0.018
N 0.920588 1.143770 -1.821420 0.174 -0.093 -0.020
C 0.663309 1.246524 -3.143345 -0.111 0.011 0.013
C -0.761822 1.407121 -3.503611 0.010 -0.020 0.023
O -1.656157 1.431759 -2.632797 -0.016 0.003 0.013
H -0.235878 1.545770 -6.897378 0.001 0.001 0.003
H 3.822061 0.918197 -4.346920 0.001 -0.001 -0.001
H 4.229725 0.691700 -1.913613 -0.002 0.002 0.002
H 2.291331 0.846370 -0.335954 0.002 -0.004 -0.006
Br 0.997865 -3.679988 3.186553 -0.003 -0.035 -0.009
C 1.219502 -1.799392 3.118916 0.002 0.037 -0.001
C 1.087016 -1.041805 4.269473 0.016 0.032 -0.006
C 1.285360 0.323396 4.161129 0.036 -0.033 0.035
C 1.596215 0.857514 2.918541 -0.026 0.000 -0.010
N 1.720590 0.122434 1.817552 0.027 -0.018 -0.001
C 1.524098 -1.191289 1.913414 -0.020 -0.015 -0.011
H 0.808729 -1.500500 5.208961 -0.002 0.002 0.001
H 1.157236 0.973450 5.016505 0.014 -0.010 -0.009
H 1.708113 1.928324 2.795513 -0.004 0.006 0.003
H 1.600199 -1.771811 1.000039 0.021 0.001 0.006
C -2.223211 -2.811104 -2.083085 -0.010 0.015 -0.011
C -1.281860 -1.764868 -1.482821 -0.036 -0.082 -0.004
C 0.117985 -2.162957 -1.607556 0.003 -0.117 -0.038
N 1.200692 -2.538311 -1.710470 0.031 0.054 0.014
H -3.250681 -2.468896 -1.963632 0.002 -0.006 0.005
H -2.120830 -3.773034 -1.579593 0.013 0.008 0.010
H -2.030998 -2.954548 -3.147483 0.005 -0.002 0.005
H -1.492736 -1.604265 -0.419871 -0.016 0.044 -0.007
H -1.417629 -0.801495 -1.980231 0.016 0.023 0.024
```
Forces are in eV/Å.

**E_LUMO**: 3.42 eV
**ΔE to the lowest compared entry with this formula, charge and spin**: 0.0000 eV
**HOMO energy**: -1.22 eV
**Charge**: -2

natural (NBO) charges in e: atom 1 (Ag): 0.8748, atom 2 (Cl): -0.0371, atom 3 (C): -0.1304, atom 4 (C): -0.1243, atom 5 (Cl): -0.0407, atom 6 (C): -0.2195, atom 7 (Cl): -0.0523, atom 8 (C): 0.3669, atom 9 (O): -0.8321, atom 10 (C): 0.2699, atom 11 (O): -0.8509, atom 12 (C): -0.1803, atom 13 (Cl): -0.0418, atom 14 (I): 0.0729, atom 15 (C): -0.3339, atom 16 (C): -0.2324, atom 17 (C): -0.2530, atom 18 (I): 0.0476, atom 19 (C): -0.0321, atom 20 (C): -0.1875, atom 21 (C): -0.2500, atom 22 (C): 0.0372, atom 23 (N): -0.4728, atom 24 (C): 0.0454, atom 25 (C): 0.4535, atom 26 (O): -0.7290, atom 27 (H): 0.2197, atom 28 (H): 0.2120, atom 29 (H): 0.2083, atom 30 (H): 0.2374, atom 31 (Br): 0.0324, atom 32 (C): -0.1131, atom 33 (C): -0.2043, atom 34 (C): -0.2399, atom 35 (C): 0.0508, atom 36 (N): -0.4363, atom 37 (C): 0.0027, atom 38 (H): 0.2314, atom 39 (H): 0.2310, atom 40 (H): 0.2070, atom 41 (H): 0.2166, atom 42 (C): -0.5822, atom 43 (C): -0.5696, atom 44 (C): 0.3394, atom 45 (N): -0.4181, atom 46 (H): 0.2153, atom 47 (H): 0.2009, atom 48 (H): 0.1985, atom 49 (H): 0.3185, atom 50 (H): 0.2734